DFT (wB97M-V/def2-TZVPD) results for a structure of composition C12H4BF2NO9Sn.

Each line ends with the Mulliken charge.
Atoms and positions in Å:
F (2.57674, -2.16436, -2.19227)  -0.1645
O (-4.34434, -4.47161, -0.80263)  -0.5535
O (0.84297, -0.79780, 0.68692)  -0.6459
B (1.65723, -2.85225, -1.55431)  0.3591
C (0.93783, 1.08628, -1.56614)  0.1294
O (-4.65986, 0.23123, 0.04081)  -0.5618
C (2.03601, 2.58549, -0.03279)  -0.6408
C (2.53941, 2.89032, 1.19659)  -0.4355
F (1.81849, -4.12778, -1.32230)  -0.1572
H (2.85503, 2.27374, 3.22521)  0.4929
O (0.42395, 0.04238, -2.00207)  -0.5770
N (3.17559, 4.19517, 1.40846)  1.0159
C (1.87474, 0.76089, 2.07681)  -0.7230
C (-2.76541, -2.64718, -0.68260)  0.9101
C (-4.07524, -3.31395, -0.63649)  0.0216
H (1.78929, 0.04821, 2.88479)  0.4616
O (3.60982, 4.42903, 2.51729)  -0.6152
O (-1.57526, -3.16995, -0.92505)  -0.9298
C (1.36099, 0.38718, 0.81554)  0.7634
O (3.23331, 4.95226, 0.46087)  -0.6135
C (-2.86477, -1.30127, -0.45611)  0.7107
O (-6.24553, -2.27237, -0.18713)  -0.5058
C (-4.24185, -0.86731, -0.20504)  -0.0474
C (1.43878, 1.33133, -0.25066)  0.6525
Sn (-0.15343, -1.70416, -0.85417)  1.4077
C (-5.06521, -2.16953, -0.32026)  0.4747
H (1.02633, 1.91585, -2.27706)  0.3826
O (-1.76268, -0.56613, -0.47723)  -0.7205
H (2.09945, 3.31243, -0.83196)  0.4998
C (2.45760, 1.98385, 2.26298)  -0.3906

The value obtained for the energy is -44368.276 eV. Its HOMO energy is -9.1272 eV. As for the charge: 0. The calculation puts the LUMO energy at -0.06694 Eh.

DFT (wB97M-V/def2-TZVPD) results for a structure of composition C12H4Cl5O6ReS2.

Each line ends with the Mulliken charge.
Atoms and positions in Å:
O (1.51581, -0.39613, -1.34757)  -0.6222
C (1.62188, -1.41845, 2.98602)  0.7944
C (-0.71698, 1.94470, -1.38495)  0.0837
H (-1.78018, 4.72582, -3.01056)  0.4278
H (0.16110, 1.25847, -4.58963)  0.5471
Cl (2.67715, -0.09397, 2.86551)  -0.1469
H (-1.66671, 3.74817, -0.76792)  0.5576
O (-0.51579, -1.29794, -1.83997)  -0.6538
C (-1.33059, 3.75143, -2.88247)  -0.6867
C (0.79205, -3.35869, 4.20197)  0.7575
O (-1.22951, 2.57599, 1.11432)  -0.5710
C (-0.09115, -3.67266, 3.15748)  -0.5081
C (-0.06001, -2.82969, 2.07630)  0.9377
Cl (-1.01663, -3.06961, 0.61921)  -0.1639
S (-0.71897, 1.50590, 0.35633)  1.4227
C (-1.27599, 3.18984, -1.60623)  -0.5391
H (-0.81846, 3.48704, -4.94735)  0.4242
C (0.72873, -1.69023, 1.94157)  -0.5028
O (-1.44336, 0.15453, 0.44168)  -0.5381
Cl (0.81915, -4.35559, 5.57849)  -0.1231
S (0.48305, -0.41213, -2.50599)  1.5594
C (-0.24072, 1.80672, -3.74881)  -0.5137
Re (0.23060, -0.91137, 0.11672)  1.0277
C (-0.80226, 3.06758, -3.95159)  -0.6470
C (-0.19592, 1.23266, -2.49363)  0.3208
C (1.65074, -2.25153, 4.11019)  -0.1845
Cl (-1.13229, -5.01906, 3.18846)  -0.1511
Cl (2.73251, -1.92412, 5.38617)  -0.1353
O (0.95223, -0.76668, -3.78351)  -0.5677
O (0.67053, 1.01901, 0.71975)  -0.6057

Its spin multiplicity is 2. The value obtained for the energy is -111197.087 eV. Its HOMO energy (spin up / spin down) is -12.3275 / -12.5311 eV. As for the charge: +1. As for the expectation value of S²: 0.76. The calculation puts the LUMO energy (spin up / spin down) at -0.20243 / -0.20353 Eh.

Calculated energy relative to the best compared isomer or geometry (same formula, charge and spin) (kcal per mole), listed in the same order as above: 0.0, 0.0